1.
Computed, not measured: a cluster of 2 separate species, Cl3OPS2 in total, with ωB97M-V with the def2-TZVPD basis set.

As for the energy above the lowest of the compared OMol25 structures with the same formula, charge and spin: 1.5263 eV. The LUMO energy (alpha / beta) is -1.74 / -3.97 eV. As for the highest occupied orbital energy (alpha / beta): -9.67 / -8.66 eV.

Each line ends with the Mulliken charge.
Positions of all 7 atoms, in Å:
O -0.39 0.02 -0.18  -0.20
P -1.84 0.31 -0.23  0.52
S 4.09 -0.54 -0.22  -0.12
S 2.37 0.33 -0.17  0.24
Cl -2.83 -1.05 -1.70  -0.19
Cl -2.62 -0.38 1.53  -0.12
Cl 1.63 0.29 1.73  -0.12


2.
Computed, not measured: a structure of composition CBrClFN3, with ωB97M-V with the def2-TZVPD basis set.

As for the energy above the lowest of the compared OMol25 structures with the same formula, charge and spin: 3.6996 eV. The LUMO energy (alpha / beta) is -2.13 / -2.30 eV. As for the highest occupied orbital energy (alpha / beta): -9.92 / -10.16 eV.

Each line ends with the Mulliken charge.
Positions of all 7 atoms, in Å:
C -0.56 0.45 0.87  0.74
N -1.65 0.59 0.29  -0.52
N 0.56 0.09 1.23  -0.19
N 0.61 -0.45 -1.28  -0.24
F 1.47 1.10 1.64  -0.16
Cl 0.41 -2.18 -0.96  -0.01
Br -0.83 0.39 -1.79  0.37


3.
Computed, not measured: a structure of composition C45H90NO13Rb, with ωB97M-V with the def2-TZVPD basis set.

As for the energy above the lowest of the compared OMol25 structures with the same formula, charge and spin: 2.5361 eV. Its spin multiplicity is 2. The total charge is -1. The LUMO energy (alpha / beta) is 1.74 / 1.74 eV. As for the highest occupied orbital energy (alpha / beta): -0.39 / -3.05 eV.

Each line ends with the Mulliken charge.
Positions of all 150 atoms, in Å:
Rb 4.01 26.39 -21.93  -0.16
C 0.75 26.81 -17.28  -1.20
C 2.24 27.07 -16.85  1.51
C 2.47 26.30 -15.38  -1.07
C 2.63 24.87 -15.61  1.38
C 3.86 24.60 -16.52  -0.51
C 3.70 25.18 -17.95  3.26
N 3.34 26.63 -17.86  0.08
O 3.05 27.31 -19.18  -0.93
C 2.74 24.40 -18.94  0.39
C 5.07 25.12 -18.54  -1.37
C 2.37 28.59 -16.42  -1.28
H 0.57 25.78 -17.60  -0.13
H 0.57 27.35 -18.21  0.39
H -0.02 26.99 -16.53  0.24
H 1.64 26.55 -14.72  0.44
H 3.39 26.73 -14.98  -0.09
H 1.71 24.33 -15.85  -0.28
H 2.86 24.44 -14.64  -0.95
H 4.08 23.53 -16.58  0.91
H 4.67 25.14 -16.03  -1.44
H 2.91 23.33 -18.95  -0.42
H 2.79 24.79 -19.96  -0.27
H 1.67 24.36 -18.74  -0.82
H 5.38 24.08 -18.58  0.20
H 5.78 25.62 -17.87  0.29
H 5.12 25.65 -19.49  -0.23
H 3.38 28.76 -16.05  0.22
H 1.75 28.87 -15.57  0.13
H 2.23 29.26 -17.27  0.30
C 3.13 29.45 -12.50  -0.60
C 2.31 28.56 -11.66  0.69
O 2.59 27.31 -11.58  -0.47
C 1.50 29.27 -10.60  -1.42
H 2.80 30.49 -12.53  0.43
H 3.15 29.18 -13.55  0.03
H 4.07 29.42 -11.95  0.24
H 0.78 28.50 -10.32  0.41
H 0.83 30.01 -11.03  0.40
H 1.98 29.70 -9.71  0.29
C 3.97 20.40 -22.63  -1.43
C 4.09 21.17 -21.40  0.91
O 4.76 22.23 -21.36  -0.51
C 3.22 20.87 -20.21  -0.49
H 4.84 20.54 -23.28  0.38
H 3.09 20.60 -23.23  0.28
H 4.08 19.32 -22.49  0.38
H 2.27 21.39 -20.29  0.14
H 3.63 21.33 -19.31  -0.01
H 3.05 19.80 -20.10  0.49
C 6.38 22.58 -13.58  -0.51
C 7.31 23.34 -14.40  0.38
O 8.05 22.78 -15.20  -0.62
C 7.20 24.84 -14.38  0.46
H 6.38 22.90 -12.53  0.33
H 6.60 21.51 -13.63  0.40
H 5.41 22.80 -14.02  -0.19
H 8.19 25.25 -14.61  0.13
H 7.01 25.07 -13.33  -0.05
H 6.47 25.27 -15.06  -0.19
C 7.74 21.70 -18.43  -0.29
C 8.79 21.67 -19.50  0.56
O 9.62 20.73 -19.53  -0.64
C 8.75 22.77 -20.57  -0.66
H 6.84 21.19 -18.78  0.18
H 7.50 22.73 -18.16  -0.10
H 8.09 21.16 -17.55  0.34
H 9.76 23.14 -20.74  0.31
H 8.23 23.63 -20.14  -0.02
H 8.26 22.42 -21.48  0.34
C -1.19 20.31 -16.26  -1.03
C 0.31 20.43 -16.59  0.11
O 1.09 19.76 -15.96  -0.57
C 0.87 21.49 -17.57  0.45
H -1.45 19.31 -15.90  0.36
H -1.72 20.41 -17.21  0.36
H -1.39 21.09 -15.53  0.15
H 0.48 21.57 -18.58  0.34
H 1.94 21.31 -17.71  0.03
H 0.61 22.45 -17.13  -0.14
C -3.75 26.12 -16.17  -1.25
C -2.73 24.95 -16.09  0.90
O -2.73 24.11 -16.91  -0.53
C -1.76 24.91 -14.88  -0.47
H -4.02 26.32 -17.20  0.34
H -3.30 26.99 -15.69  0.32
H -4.66 25.87 -15.64  0.37
H -1.28 23.94 -14.98  -0.04
H -2.18 24.90 -13.88  0.46
H -0.96 25.64 -15.01  -0.10
C 9.27 25.72 -18.33  -0.44
C 9.34 26.62 -17.09  0.79
O 8.42 27.46 -17.03  -0.53
C 10.53 26.60 -16.16  -1.43
H 9.29 26.32 -19.24  0.36
H 8.32 25.21 -18.20  -0.16
H 10.17 25.10 -18.33  0.36
H 10.78 25.62 -15.75  0.35
H 10.38 27.28 -15.32  0.29
H 11.40 26.97 -16.70  0.44
C 5.51 25.91 -11.16  -0.61
C 4.55 24.80 -10.75  0.27
O 4.55 24.48 -9.59  -0.62
C 3.66 24.15 -11.83  0.04
H 5.62 26.07 -12.23  -0.22
H 6.48 25.46 -10.96  0.47
H 5.25 26.81 -10.60  0.31
H 2.65 24.48 -11.60  0.50
H 3.69 23.08 -11.68  0.34
H 3.89 24.50 -12.84  -0.50
C 7.05 28.77 -14.33  -0.52
C 6.60 30.12 -14.94  0.73
O 5.78 30.12 -15.86  -0.56
C 7.25 31.40 -14.44  -1.20
H 8.11 28.66 -14.51  0.23
H 6.58 27.96 -14.89  -0.15
H 6.90 28.65 -13.26  0.49
H 8.18 31.22 -13.90  0.32
H 6.51 31.88 -13.80  0.28
H 7.33 32.09 -15.28  0.36
C -3.16 23.55 -20.99  -1.23
C -1.76 23.23 -20.41  0.54
O -1.32 22.12 -20.65  -0.57
C -1.05 24.23 -19.59  0.28
H -4.01 23.36 -20.33  0.26
H -3.31 22.96 -21.90  0.35
H -3.16 24.62 -21.19  0.34
H -0.45 24.95 -20.15  0.47
H -0.23 23.64 -19.17  -0.56
H -1.72 24.75 -18.91  0.16
C 1.77 18.86 -12.77  -0.94
C 1.89 20.25 -12.27  0.46
O 1.55 20.54 -11.09  -0.63
C 2.33 21.35 -13.16  0.15
H 2.33 18.23 -12.08  0.34
H 2.18 18.84 -13.78  0.25
H 0.74 18.52 -12.79  0.25
H 1.97 21.24 -14.18  -0.07
H 3.42 21.41 -13.24  0.01
H 1.87 22.29 -12.86  0.20
C -1.12 32.76 -18.39  -1.20
C -0.89 31.42 -17.69  0.77
O -0.18 30.54 -18.14  -0.51
C -1.66 31.32 -16.38  -0.87
H -1.06 32.69 -19.47  0.34
H -0.37 33.49 -18.08  0.28
H -2.09 33.21 -18.17  0.37
H -2.43 30.56 -16.53  0.24
H -2.12 32.25 -16.05  0.35
H -0.91 31.00 -15.66  0.23


4.
Computed, not measured: an isolated molecule of C3H5NO, with ωB97M-V with the def2-TZVPD basis set.

As for the energy above the lowest of the compared OMol25 structures with the same formula, charge and spin: 0.6204 eV. Its SMILES is C1=NCCO1. The LUMO energy is 1.03 eV. As for the highest occupied orbital energy: -9.65 eV.

Each line ends with the Mulliken charge.
Positions of all 10 atoms, in Å:
C -0.21 -0.06 -1.42  0.08
N -0.24 -1.14 -0.75  -0.48
C -0.16 -0.72 0.65  -0.36
C 0.35 0.73 0.57  -0.26
O 0.00 1.12 -0.78  -0.36
H -0.37 0.00 -2.49  0.37
H 0.49 -1.39 1.23  0.29
H -1.17 -0.78 1.08  0.24
H -0.13 1.45 1.24  0.25
H 1.44 0.78 0.69  0.24


5.
Computed, not measured: a structure of composition C30H27N10PS2Sr, with ωB97M-V with the def2-TZVPD basis set.

As for the energy above the lowest of the compared OMol25 structures with the same formula, charge and spin: 0.5118 eV. The total charge is +2. The LUMO energy is -5.85 eV. As for the highest occupied orbital energy: -12.68 eV.

Each line ends with the Mulliken charge.
Positions of all 71 atoms, in Å:
Sr 1.02 1.33 -1.23  1.83
S -6.33 -0.96 -3.85  0.21
N -5.54 0.40 -4.12  -0.62
C -4.39 0.29 -3.47  0.72
C -3.34 1.26 -3.50  0.52
C -3.52 2.50 -4.14  -0.53
C -2.51 3.46 -4.08  -0.73
C -1.36 3.05 -3.40  -0.61
N -1.17 1.92 -2.75  0.23
C -2.14 1.00 -2.80  -0.31
C -2.04 -0.24 -1.97  -0.63
N -0.88 -0.42 -1.28  0.91
C -0.70 -1.58 -0.66  -0.74
C -1.62 -2.61 -0.66  -1.12
C -2.82 -2.43 -1.27  -0.84
C -3.07 -1.21 -1.98  0.27
C -4.26 -0.92 -2.70  0.82
N -5.32 -1.71 -2.87  -0.62
H -4.45 2.67 -4.72  0.49
H -2.61 4.44 -4.53  0.47
H -0.54 3.76 -3.48  0.46
H 0.28 -1.69 -0.20  0.64
H -1.36 -3.53 -0.16  0.54
H -3.63 -3.15 -1.26  0.56
N 4.30 -2.02 -0.60  -0.15
C 4.55 -2.24 0.76  0.45
C 5.08 -3.44 1.24  -0.88
C 5.24 -3.59 2.61  -0.47
C 4.83 -2.59 3.49  -0.84
C 4.36 -1.36 2.96  -0.45
C 4.31 -1.16 1.60  0.52
S 3.93 0.39 0.92  -0.18
N 2.91 -0.12 -0.36  -0.08
C 3.31 -1.16 -1.00  0.09
C 2.58 -1.53 -2.23  0.89
C 2.59 -2.82 -2.76  -0.77
C 1.93 -3.02 -3.96  -0.56
C 1.18 -2.04 -4.54  -0.93
C 1.21 -0.79 -3.93  -0.23
N 1.92 -0.54 -2.83  -0.37
H 4.56 -2.71 -1.26  0.26
H 5.36 -4.21 0.58  0.45
H 5.65 -4.51 3.01  0.39
H 4.80 -2.77 4.54  0.44
H 4.11 -0.53 3.64  0.36
H 3.13 -3.67 -2.39  0.44
H 2.02 -4.01 -4.41  0.45
H 0.63 -2.17 -5.43  0.54
H 0.68 0.06 -4.32  0.56
C -2.68 2.52 3.57  -0.88
N -2.17 1.14 3.70  0.16
C -1.18 1.12 4.76  -0.98
N -0.06 2.09 4.57  0.17
C -0.62 3.40 4.43  -0.93
N -1.61 3.48 3.32  0.17
C -1.00 3.38 2.03  -1.16
P -0.20 1.66 1.78  0.90
C -1.60 0.62 2.45  -0.92
C 0.79 1.72 3.38  -1.04
H -3.21 2.78 4.47  0.28
H -3.40 2.51 2.75  0.37
H -0.79 0.15 4.92  0.37
H -1.63 1.47 5.70  0.35
H 0.22 4.12 4.31  0.35
H -1.12 3.64 5.40  0.29
H -0.22 4.12 1.93  0.44
H -1.68 3.62 1.24  0.47
H -1.24 -0.41 2.59  0.46
H -2.34 0.66 1.66  0.43
H 1.59 2.43 3.25  0.48
H 1.24 0.71 3.52  0.34